Computed, not measured: a molecular structure, C4H2N2OS in a non-equilibrium geometry, with the ωB97M-V functional and the def2-TZVPD basis.

Cartesian coordinates (Å):
1 C 1.4393 1.5364 -0.0645
2 C -0.4837 0.6303 -0.3122
3 C 0.2565 -0.4612 0.1672
4 C -1.6685 -0.3854 -0.0645
5 N 0.2280 1.7548 -0.4561
6 N -0.7173 -1.2715 0.5751
7 O -2.8088 -0.3553 -0.2166
8 S 1.8793 -0.0873 0.4037
9 H 2.0441 2.4147 -0.1361
10 H -0.1689 -3.7756 0.1040

The value obtained for the HOMO-LUMO gap (spin up / spin down) is 8.487 / 9.088 eV. The calculated total energy comes out at -20036.77468 eV. Its total charge is 0. The highest occupied orbital energy (spin up / spin down) is -10.19 / -8.96 eV.

---

Computed, not measured: a single C4H2N2S molecule in a non-equilibrium geometry, with the ωB97M-V functional and the def2-TZVPD basis.

Cartesian coordinates (Å):
1 C -0.6841 -1.9638 -0.0088
2 C -0.8702 -0.7711 0.0181
3 N -1.3592 0.4524 0.0176
4 C -0.6073 1.4757 -0.0012
5 N 0.7559 1.4090 -0.0102
6 C 1.5276 0.4749 -0.0063
7 S 2.6600 -0.5766 0.0010
8 H -0.3916 -2.9697 -0.0109
9 H -1.0310 2.4691 0.0008

The value obtained for the HOMO-LUMO gap is 8.793 eV. The calculated total energy comes out at -17992.71634 eV. Its total charge is 0. The highest occupied orbital energy is -9.23 eV. The SMILES is C#C/N=C\N=C=S.

---

Computed, not measured: a molecular structure, C4H2NaO5 in a non-equilibrium geometry, with the ωB97M-V functional and the def2-TZVPD basis.

Cartesian coordinates (Å):
1 O 1.2497 1.5058 -0.4622
2 C 0.9378 1.6075 -1.6871
3 O 1.6886 1.9566 -2.6037
4 O 1.5194 -2.8602 1.2900
5 C 0.5904 -2.3703 1.7756
6 C -0.5603 -1.7946 2.1040
7 C -0.6313 1.5014 -1.9707
8 O -1.0509 1.7235 -3.1122
9 O -1.3381 1.3537 -0.9276
10 Na -0.3055 0.8166 0.9549
11 H -0.6500 -1.3940 3.1155
12 H -1.4498 -2.0460 1.5234

The value obtained for the HOMO-LUMO gap is 4.950 eV. The calculated total energy comes out at -18835.93268 eV. Its total charge is -1. The highest occupied orbital energy is -3.23 eV.

---

Computed, not measured: a single C4H2O molecule in a non-equilibrium geometry, with the ωB97M-V functional and the def2-TZVPD basis.

Cartesian coordinates (Å):
1 C 0.3332 -0.0370 -1.1621
2 C -0.7015 0.1065 1.0372
3 C -0.3915 0.5555 -0.1622
4 C 1.2904 -0.7546 -0.5758
5 O 0.3699 -0.5765 1.4356
6 H 0.6622 0.1812 -2.1711
7 H -1.5627 0.5249 1.5984

The value obtained for the HOMO-LUMO gap (spin up / spin down) is 7.419 / 7.360 eV. The calculated total energy comes out at -6219.40778 eV. Its total charge is 0. The highest occupied orbital energy (spin up / spin down) is -9.13 / -9.19 eV.

---

Computed, not measured: a single C4H2O molecule in a non-equilibrium geometry, with the ωB97M-V functional and the def2-TZVPD basis.

Cartesian coordinates (Å):
1 C -1.3373 -0.4140 -0.2897
2 C 1.3503 -0.6053 -0.0114
3 C 0.0052 -0.5056 -0.4404
4 C -0.8432 -1.3719 -1.1968
5 O 1.6337 -1.6854 0.4394
6 H -2.0778 0.1083 0.2688
7 H 2.0441 0.2410 -0.1338

Its multiplicity is 3. Its expectation value of S² is 2.032. The value obtained for the HOMO-LUMO gap (spin up / spin down) is 6.698 / 7.427 eV. The calculated total energy comes out at -6219.58389 eV. Its total charge is 0. The highest occupied orbital energy (spin up / spin down) is -6.44 / -9.94 eV.

---

Computed, not measured: 2 unconnected molecules or ions with the total composition C4H2O2 in a non-equilibrium geometry, with the ωB97M-V functional and the def2-TZVPD basis.

Cartesian coordinates (Å):
1 C -1.8823 0.7765 0.2766
2 C -1.2255 -0.2272 -0.1095
3 C 1.2451 1.3439 0.5599
4 C -0.4420 -1.1756 -0.5132
5 O 0.8757 2.2010 -0.0893
6 O 1.6636 0.4497 1.1547
7 H 0.4021 -1.1251 -1.2280
8 H -0.6368 -2.2431 -0.0511

The value obtained for the HOMO-LUMO gap is 8.418 eV. The calculated total energy comes out at -8270.66544 eV. Its total charge is 0. The highest occupied orbital energy is -10.32 eV.

---

Computed, not measured: a single C4H2O2 molecule in a non-equilibrium geometry, with the ωB97M-V functional and the def2-TZVPD basis.

Cartesian coordinates (Å):
1 C -1.7680 0.7158 0.0494
2 C 1.5707 -0.5268 0.0600
3 C 0.2838 -0.0005 0.3049
4 C -0.4552 1.0990 -0.1478
5 O -1.0480 -0.4781 0.0500
6 O 2.5274 0.2119 -0.1348
7 H -2.8467 0.6824 -0.4154
8 H 1.7360 -1.7038 0.2337

The value obtained for the HOMO-LUMO gap (spin up / spin down) is 7.251 / 7.253 eV. The calculated total energy comes out at -8266.67388 eV. Its total charge is 0. The highest occupied orbital energy (spin up / spin down) is -8.81 / -8.81 eV.

---

Computed, not measured: a molecular structure, C4H2O2 in a non-equilibrium geometry, with the ωB97M-V functional and the def2-TZVPD basis.

Cartesian coordinates (Å):
1 O -2.8581 -0.5700 -0.0757
2 C -1.7684 -0.9655 -0.4152
3 C -0.5282 -0.4861 0.1311
4 C 0.5295 -0.0203 0.4461
5 C 1.8255 1.3924 -0.0114
6 O 1.6964 0.4411 0.9086
7 H -1.6357 -1.7387 -1.1914
8 H 2.7391 1.9471 0.2079

The value obtained for the HOMO-LUMO gap is 8.962 eV. The calculated total energy comes out at -8268.31037 eV. Its total charge is 0. The highest occupied orbital energy is -9.63 eV.

---

Computed, not measured: a single C4H2O2 molecule in a non-equilibrium geometry, with the ωB97M-V functional and the def2-TZVPD basis.

Cartesian coordinates (Å):
1 C -1.1062 0.3360 -0.7089
2 C 1.1054 -0.3749 0.5259
3 C -0.2970 -0.1113 0.5239
4 C -0.2920 1.2810 -0.0014
5 O -1.5796 -0.5311 0.3409
6 O 1.6386 0.4961 -0.1658
7 H -1.1044 -0.0481 -1.7122
8 H 1.6351 -1.0476 1.1976

The value obtained for the HOMO-LUMO gap is 7.908 eV. The calculated total energy comes out at -8267.33678 eV. Its total charge is 0. The highest occupied orbital energy is -8.63 eV.

---

Computed, not measured: 2 unconnected molecules or ions with the total composition C4H2O2P in a non-equilibrium geometry, with the ωB97M-V functional and the def2-TZVPD basis.

Cartesian coordinates (Å):
1 C -0.0708 2.2138 0.2982
2 C 2.6852 -2.0805 -0.0786
3 C -0.9726 1.4375 0.0945
4 C 1.6013 -2.2633 0.4158
5 O -2.9533 -0.2158 1.0114
6 O -2.5403 -0.1264 -1.5197
7 P -2.0470 0.0293 -0.1342
8 H 0.6601 2.9539 0.4555
9 H 3.6375 -1.9486 -0.5429

The value obtained for the HOMO-LUMO gap (spin up / spin down) is 5.259 / 5.260 eV. The calculated total energy comes out at -17560.01511 eV. Its total charge is -1. The highest occupied orbital energy (spin up / spin down) is -3.90 / -3.90 eV.

---

Computed, not measured: a molecular structure, C4H2O2Tb in a non-equilibrium geometry, with the ωB97M-V functional and the def2-TZVPD basis.

Cartesian coordinates (Å):
1 H -0.1797 -2.1040 -0.5837
2 C 0.0576 -1.0912 -0.2544
3 C -0.8648 -0.0822 -0.1768
4 O 1.3499 -0.9903 0.0788
5 O 1.7114 0.3017 0.5432
6 Tb 3.5221 0.7093 -0.7539
7 C -1.8269 0.9484 0.5097
8 C -1.5917 0.9442 -0.8098
9 H -2.1779 1.3641 1.4470

Its multiplicity is 8. Its expectation value of S² is 15.768. The value obtained for the HOMO-LUMO gap (spin up / spin down) is 7.572 / 7.533 eV. The calculated total energy comes out at -30682.47977 eV. Its total charge is +2. The highest occupied orbital energy (spin up / spin down) is -16.89 / -16.90 eV.

---

Computed, not measured: a single C4H2O3 molecule in a non-equilibrium geometry, with the ωB97M-V functional and the def2-TZVPD basis.

Cartesian coordinates (Å):
1 C 2.5516 -0.6589 -0.0970
2 C 1.5135 0.0016 -0.0985
3 C 0.2531 0.7487 -0.0672
4 O 0.1343 1.8838 0.2242
5 C -0.9274 -0.1919 -0.0771
6 O -2.2213 -0.0245 -0.2854
7 O -0.6760 -1.4153 0.3355
8 H 3.4119 -1.4062 -0.3362
9 H -1.6530 -1.5435 0.1803

The value obtained for the HOMO-LUMO gap is 9.698 eV. The calculated total energy comes out at -10318.91602 eV. Its total charge is 0. The highest occupied orbital energy is -11.05 eV. The SMILES is C#CC(=O)C(=O)O.